Record 1
ORCA calculation (ωB97M-V/def2-TZVPD) on C28H28BrN5OPtS as an isolated structure.

Kohn-Sham gap (alpha / beta), eV: 5.9 / 6.8
Relative energy (zero: lowest compared OMol25 entry of this formula, charge and spin), kcal/mol: 7.6
E_HOMO (alpha / beta), Ha: -0.2061 / -0.2514

```
! wB97M-V def2-TZVPD RIJCOSX def2/J DEFGRID3
* xyz 0 3
Pt 1.816 -0.469 -0.169
O 7.780 -2.276 -0.627
C 6.521 -1.798 -0.617
C 6.097 -0.736 -1.411
C 4.781 -0.334 -1.333
N 3.890 -0.906 -0.526
C 4.316 -1.914 0.237
Br 3.010 -2.671 1.375
C 5.604 -2.402 0.236
H 8.315 -1.800 -1.270
H 6.787 -0.234 -2.077
H 4.409 0.481 -1.941
H 5.899 -3.224 0.870
S 1.771 -1.815 -2.727
C 0.193 -1.448 -3.226
N -0.659 -0.782 -2.456
C -2.014 -0.415 -2.825
C -2.535 -1.336 -3.916
C -1.496 -1.451 -5.020
N -0.230 -1.866 -4.439
H -0.311 -0.544 -1.526
H -2.037 0.626 -3.167
H -2.637 -0.483 -1.932
H -3.466 -0.939 -4.320
H -2.729 -2.326 -3.498
H -1.387 -0.489 -5.536
H -1.797 -2.196 -5.756
H 0.469 -2.295 -5.018
C -0.003 -0.219 0.574
C -1.056 -0.133 1.201
C -2.268 -0.071 1.888
C -3.393 -0.828 1.356
C -3.163 -1.894 0.465
C -4.211 -2.609 -0.082
C -5.527 -2.284 0.228
C -5.777 -1.213 1.075
C -4.732 -0.494 1.628
C -2.340 0.766 3.081
C -1.460 1.853 3.221
C -1.518 2.685 4.322
C -2.443 2.454 5.333
C -3.287 1.355 5.239
C -3.231 0.519 4.138
H -2.138 -2.154 0.230
H -4.008 -3.429 -0.760
H -6.346 -2.851 -0.195
H -6.798 -0.924 1.294
H -4.951 0.365 2.246
H -0.731 2.026 2.439
H -0.840 3.526 4.398
H -2.498 3.111 6.192
H -3.987 1.147 6.039
H -3.854 -0.365 4.113
C 2.011 2.899 -1.586
C 2.435 2.818 -0.162
N 2.711 1.708 0.481
C 3.027 2.058 1.771
C 2.949 3.408 1.908
N 2.573 3.881 0.670
H 1.728 1.894 -1.902
H 2.821 3.261 -2.223
H 1.153 3.562 -1.707
H 3.270 1.313 2.509
H 3.119 4.056 2.750
H 2.401 4.843 0.442
*
```

---

Record 2
ORCA calculation (ωB97M-V/def2-TZVPD) on C28H33HgN6S as an isolated structure.

Kohn-Sham gap (alpha / beta), eV: 7.2 / 5.9
Relative energy (zero: lowest compared OMol25 entry of this formula, charge and spin), kcal/mol: 86.5
E_HOMO (alpha / beta), Ha: -0.2684 / -0.2672

```
! wB97M-V def2-TZVPD RIJCOSX def2/J DEFGRID3
* xyz 0 2
Hg 0.017 -0.439 1.621
C 1.994 -3.975 -1.357
C 1.339 -2.773 -0.754
N 0.930 -2.680 0.457
N 1.070 -3.742 1.299
C 0.456 -3.570 2.437
N 0.587 -4.571 3.342
S -0.590 -2.265 3.023
C 1.087 -1.562 -1.576
C 1.424 -1.394 -2.864
C 1.196 -0.156 -3.628
C 0.648 0.998 -3.215
C 0.075 1.302 -1.849
N 0.434 -0.528 -0.870
H 2.191 -4.714 -0.586
H 2.931 -3.698 -1.844
H 1.348 -4.422 -2.117
H 1.040 -5.417 3.044
H 0.043 -4.563 4.184
H 1.922 -2.202 -3.387
H 1.539 -0.187 -4.656
H 0.589 1.793 -3.950
H -0.358 2.296 -1.779
C -2.501 -2.473 -0.712
C -3.406 -1.342 -0.306
C -4.723 -1.637 0.017
C -5.584 -0.671 0.510
C -5.122 0.620 0.739
C -3.813 0.960 0.463
C -3.298 2.343 0.737
C -2.947 -0.011 -0.125
N -1.679 0.448 -0.345
C -0.837 0.096 -1.469
C -1.584 -0.597 -2.605
C 1.095 0.826 -0.731
C 2.575 0.922 -1.055
N 0.895 1.208 0.666
C 1.743 2.147 1.285
C 1.584 3.519 1.017
C 0.507 3.991 0.082
C 2.418 4.449 1.626
C 3.398 4.051 2.519
C 3.543 2.704 2.805
C 2.738 1.745 2.201
C 2.956 0.297 2.554
H -2.808 -2.894 -1.672
H -2.556 -3.265 0.037
H -1.458 -2.181 -0.782
H -5.068 -2.658 -0.100
H -6.609 -0.930 0.745
H -5.786 1.369 1.152
H -4.042 2.924 1.281
H -3.055 2.870 -0.186
H -2.375 2.301 1.319
H -2.627 -0.755 -2.341
H -1.152 -1.563 -2.861
H -1.561 0.017 -3.502
H 2.837 0.631 -2.062
H 3.135 0.307 -0.350
H 2.891 1.956 -0.906
H -0.372 3.352 0.168
H 0.834 3.959 -0.962
H 0.230 5.021 0.305
H 2.283 5.502 1.406
H 4.041 4.783 2.991
H 4.309 2.382 3.500
H 3.921 0.169 3.043
H 2.927 -0.354 1.679
H 2.194 -0.067 3.251
*
```

---

Record 3
ORCA calculation (ωB97M-V/def2-TZVPD) on a 4-piece molecular cluster, C17H41FN5O4S4 overall at a distorted geometry.

Kohn-Sham gap, eV: 7.6
E_HOMO, Ha: -0.3805

```
! wB97M-V def2-TZVPD RIJCOSX def2/J DEFGRID3
* xyz 1 1
C -0.152 0.371 -2.309
C -1.070 1.098 -1.251
O -1.173 0.378 -0.003
C -0.568 1.121 1.077
C -0.137 0.016 2.146
N 0.634 0.644 3.210
C 1.915 0.794 3.482
N 2.265 1.453 4.678
C 3.613 1.377 4.630
F 4.414 1.840 5.554
N 4.022 0.735 3.497
S 5.718 0.542 3.345
N 2.943 0.362 2.697
C 3.370 -0.285 1.469
C 2.467 -0.786 0.315
C 2.190 -2.356 0.520
C 2.640 -3.163 -0.755
C 2.825 -4.708 -0.482
N 1.712 -5.513 -1.072
H -0.511 -0.656 -2.536
H 0.913 0.315 -1.989
H -0.193 0.994 -3.240
H -0.746 2.157 -1.103
H -2.097 1.078 -1.704
H -1.414 1.718 1.516
H 0.286 1.755 0.736
H 0.232 -0.928 1.706
H -1.131 -0.278 2.584
H 0.054 1.079 3.932
H 6.132 1.254 2.241
H 4.021 -1.160 1.749
H 4.111 0.412 0.976
H 1.549 -0.216 0.068
H 3.081 -0.763 -0.625
H 2.616 -2.743 1.475
H 1.077 -2.511 0.594
H 1.842 -3.059 -1.537
H 3.579 -2.757 -1.202
H 3.755 -5.039 -0.995
H 2.846 -4.847 0.629
H 2.016 -6.484 -0.971
H 0.894 -5.429 -0.463
C -6.820 1.214 -1.441
S -5.585 1.894 -0.318
O -4.594 2.637 -1.145
C -4.840 0.313 0.117
H -7.387 2.040 -1.869
H -6.329 0.657 -2.240
H -7.495 0.560 -0.886
H -4.474 -0.185 -0.782
H -5.578 -0.315 0.620
H -4.006 0.501 0.792
C -1.550 6.295 2.436
S -1.097 4.609 1.996
O -2.345 3.796 2.005
C -0.209 4.254 3.525
H -2.152 6.709 1.629
H -2.129 6.294 3.359
H -0.646 6.893 2.558
H -0.874 4.385 4.380
H 0.650 4.920 3.611
H 0.137 3.222 3.490
C -0.666 -1.544 -5.500
S -0.658 -3.018 -4.462
O 0.490 -2.891 -3.520
C -0.164 -4.153 -5.769
H -0.917 -0.686 -4.877
H 0.320 -1.396 -5.942
H -1.418 -1.655 -6.282
H 0.789 -3.837 -6.195
H -0.933 -4.174 -6.542
H -0.057 -5.148 -5.337
*
```

---

Record 4
ORCA calculation (ωB97M-V/def2-TZVPD) on C34H36Cl2I2N3O3SiZr as an isolated structure at a distorted geometry.

Kohn-Sham gap, eV: 8.3
Relative energy (zero: lowest compared OMol25 entry of this formula, charge and spin), kcal/mol: 0.6
E_HOMO, Ha: -0.4019

```
! wB97M-V def2-TZVPD RIJCOSX def2/J DEFGRID3
* xyz 1 1
Zr 0.954 0.304 0.242
I 1.145 -0.265 7.888
C 0.831 -0.404 5.804
C 1.108 -1.584 5.137
C 0.914 -1.641 3.774
I 1.484 -3.367 2.708
C 0.413 -0.568 3.024
O 0.184 -0.682 1.730
C 0.192 0.634 3.731
C -0.161 1.848 2.921
N 0.909 2.079 1.931
C 2.212 2.281 2.575
C 2.983 0.986 2.667
C 3.864 0.731 3.710
C 4.647 -0.412 3.665
C 4.524 -1.263 2.577
C 3.590 -0.958 1.597
N 2.830 0.137 1.643
C 0.399 0.707 5.099
H 1.470 -2.446 5.674
H -0.289 2.711 3.592
H -1.099 1.677 2.374
H 0.676 2.922 1.402
H 2.113 2.730 3.574
H 2.809 2.958 1.950
H 3.946 1.424 4.533
H 5.349 -0.625 4.457
H 5.123 -2.156 2.498
H 3.455 -1.603 0.730
H 0.211 1.631 5.626
C -0.392 1.879 -0.650
Si -1.435 0.992 -1.925
C -0.292 -0.550 -2.286
N -0.055 -1.319 -1.051
C -1.356 -1.917 -0.642
C -1.256 -3.287 0.024
C -0.567 -4.338 -0.860
C 0.328 -3.652 -1.890
C 0.943 -2.402 -1.266
C -3.129 0.523 -1.174
C -3.485 0.910 0.115
C -4.735 0.623 0.634
C -5.655 -0.078 -0.125
C -5.322 -0.472 -1.409
C -4.075 -0.168 -1.927
C -1.822 1.759 -3.620
C -2.981 2.513 -3.806
C -3.286 3.066 -5.036
C -2.427 2.884 -6.108
C -1.264 2.149 -5.941
C -0.967 1.599 -4.709
H -1.009 2.535 -0.026
H 0.330 2.537 -1.156
H 0.671 -0.178 -2.654
H -0.698 -1.200 -3.072
H -1.998 -2.028 -1.526
H -1.850 -1.230 0.056
H -2.271 -3.611 0.254
H -0.736 -3.179 0.973
H -1.298 -4.959 -1.375
H 0.033 -4.996 -0.230
H -0.240 -3.383 -2.782
H 1.118 -4.330 -2.211
H 1.746 -2.029 -1.910
H 1.366 -2.677 -0.287
H -2.774 1.455 0.723
H -4.992 0.953 1.630
H -6.629 -0.308 0.279
H -6.039 -1.014 -2.006
H -3.839 -0.466 -2.938
H -3.655 2.659 -2.974
H -4.196 3.638 -5.162
H -2.669 3.310 -7.070
H -0.588 1.995 -6.769
H -0.050 1.039 -4.591
Cl 4.344 0.204 -3.288
C 4.325 1.170 -1.821
Cl 5.416 0.497 -0.579
C 2.998 1.036 -1.095
O 2.543 1.964 -0.413
O 2.442 -0.090 -1.125
H 4.639 2.190 -2.042
*
```

---

| no. | molar mass (g/mol) | E (eV) |
| --- | --- | --- |
| 1 | 757.62 | -123111.3020 |
| 2 | 686.27 | -53519.0690 |
| 3 | 526.81 | -79980.8764 |
| 4 | 978.70 | -96859.7697 |